# 1
Below is a single C2H3N3OS molecule, with properties calculated with ωB97M-V/def2-TZVPD.

Summary:
E_LUMO: 0.001 hartree
Highest occupied orbital energy: -10.1 eV
Largest force on an atom: 6.06 eV Å⁻¹
Relative energy (zero: lowest compared OMol25 entry of this formula, charge and spin): 68.4 kcal per mole
SMILES: N#C/C(=N/O)NS
Electronic energy: -19472.1198 eV

```
! wB97M-V def2-TZVPD RIJCOSX def2/J DEFGRID3
* xyz 0 1
C 0.191 0.253 -0.592
C 1.235 -0.780 -0.868
H 0.668 -1.532 1.799
H -1.241 -0.925 0.354
H -1.514 1.646 -0.142
N -0.642 -0.167 0.503
N 0.068 1.321 -1.265
N 1.942 -1.756 -0.914
O -0.927 2.119 -0.853
S 0.221 -0.180 1.977
*
```

# 2
Below is a molecular structure, C29H19Br2F3N2O2PdSb, with properties calculated with ωB97M-V/def2-TZVPD.

Summary:
E_LUMO (spin up / spin down): -0.177 / -0.177 hartree
Highest occupied orbital energy (spin up / spin down): -11.5 / -11.5 eV
Largest force on an atom: 0.73 eV Å⁻¹
Relative energy (zero: lowest compared OMol25 entry of this formula, charge and spin): 0.0 kcal per mole
Electronic energy: -195704.5325 eV

```
! wB97M-V def2-TZVPD RIJCOSX def2/J DEFGRID3
* xyz 1 1
Pd -0.387 -0.261 0.857
Br -0.544 -3.696 -0.010
C -1.553 -2.547 -1.123
C -2.371 -3.088 -2.095
C -3.116 -2.204 -2.863
C -3.020 -0.844 -2.629
C -2.170 -0.400 -1.629
N -1.442 -1.249 -0.899
C -2.057 1.102 -1.315
O -2.775 1.845 -1.959
O -1.208 1.412 -0.414
H -2.423 -4.157 -2.239
H -3.772 -2.585 -3.635
H -3.583 -0.109 -3.185
F -1.247 -5.792 5.775
C -0.919 -4.596 5.279
C 0.112 -4.516 4.363
C 0.439 -3.269 3.852
C -0.254 -2.131 4.256
C -1.287 -2.247 5.188
C -1.628 -3.485 5.704
Sb 0.191 -0.276 3.379
C -1.733 0.253 2.670
C -2.222 1.580 2.596
C -3.377 1.861 1.922
C -4.070 0.818 1.287
F -5.194 1.119 0.646
C -3.637 -0.477 1.316
C -2.446 -0.764 2.008
C 0.568 1.009 4.996
C 0.663 2.386 4.809
C 0.883 3.220 5.891
C 1.027 2.650 7.144
F 1.242 3.450 8.190
C 0.968 1.284 7.352
C 0.742 0.458 6.262
H 0.638 -5.413 4.067
H 1.244 -3.198 3.129
H -1.838 -1.373 5.514
H -2.427 -3.604 6.423
H -1.687 2.388 3.076
H -3.767 2.866 1.849
H -4.208 -1.258 0.833
H -2.168 -1.805 2.144
H 0.582 2.825 3.822
H 0.954 4.293 5.777
H 1.100 0.886 8.348
H 0.692 -0.613 6.418
Br 5.260 -0.137 -2.638
C 3.668 -0.180 -1.657
C 2.735 0.836 -1.786
C 1.571 0.772 -1.047
N 1.324 -0.246 -0.210
C 2.227 -1.228 -0.087
C 3.410 -1.233 -0.791
H 2.898 1.672 -2.451
H 0.800 1.529 -1.105
H 1.970 -2.032 0.587
H 4.110 -2.045 -0.665
*
```

# 3
Below is a gas-phase ion, C6H10N5 (charge +1), with properties calculated with ωB97M-V/def2-TZVPD.

Summary:
E_LUMO: -0.158 hartree
Highest occupied orbital energy: -12.1 eV
Largest force on an atom: 4.17 eV Å⁻¹
Relative energy (zero: lowest compared OMol25 entry of this formula, charge and spin): 82.4 kcal per mole
SMILES: [H]/N=C1/Cn2ccnc2CN1[NH3+]
Electronic energy: -13824.4504 eV

```
! wB97M-V def2-TZVPD RIJCOSX def2/J DEFGRID3
* xyz 1 1
C -2.198 -1.181 1.929
C -1.010 -1.863 1.824
C -0.905 0.210 1.074
C 1.157 -0.315 -0.915
C -0.329 1.274 0.223
C 1.182 -1.141 0.619
N -2.121 0.097 1.455
N 1.930 -0.805 -1.791
N -0.151 -0.963 1.202
N 0.280 0.738 -1.008
N 0.410 1.870 -1.948
H -3.217 -1.540 2.201
H -0.888 -2.921 1.810
H -1.264 1.709 0.024
H 0.232 1.998 0.849
H 1.279 -2.221 0.390
H 2.067 -0.762 1.224
H 2.022 -0.404 -2.709
H 0.613 1.264 -2.775
H 1.333 2.410 -1.775
H -0.421 2.545 -1.904
*
```

# 4
Below is 11 unconnected molecules or ions with the total composition C29H73BN14O22P, with properties calculated with ωB97M-V/def2-TZVPD.

Summary:
E_LUMO: -0.131 hartree
Highest occupied orbital energy: -11.8 eV
Largest force on an atom: 5.14 eV Å⁻¹
Relative energy (zero: lowest compared OMol25 entry of this formula, charge and spin): 256.5 kcal per mole
Electronic energy: -107085.5030 eV

```
! wB97M-V def2-TZVPD RIJCOSX def2/J DEFGRID3
* xyz 1 1
C 0.583 -4.997 0.615
C 1.778 -4.268 1.468
C 1.307 -2.999 2.390
C 0.090 -2.095 1.774
C 0.271 -0.454 2.047
C -0.089 0.266 0.624
C 0.122 1.883 0.562
C 0.905 2.475 -0.731
C 2.519 2.708 -0.511
C 3.109 3.147 0.948
O 2.230 4.224 1.466
C 2.655 5.550 0.996
C 1.456 6.402 0.216
N 3.045 1.501 -1.242
P 3.324 -0.013 -0.387
N 2.748 -1.329 -1.145
C 2.121 1.489 -2.477
N 2.837 1.165 -3.589
B 2.138 1.187 -4.925
C 1.908 2.493 -5.903
O 1.645 -0.129 -5.450
N 0.759 1.916 -2.119
C -0.495 1.257 -2.557
C -1.191 2.035 -3.867
C -0.413 -0.349 -2.899
C -1.609 -1.254 -2.200
C -3.123 -0.671 -2.431
H -0.482 -4.935 1.099
H 0.525 -4.441 -0.434
H 0.826 -6.133 0.347
H 2.230 -5.098 2.196
H 2.653 -4.018 0.709
H 2.278 -2.357 2.617
H 0.966 -3.449 3.435
H -0.025 -2.275 0.598
H -0.935 -2.452 2.245
H 1.315 -0.192 2.501
H -0.561 -0.165 2.822
H -1.250 0.063 0.434
H 0.460 -0.328 -0.251
H -0.967 2.373 0.555
H 0.576 2.205 1.618
H 0.505 3.594 -0.847
H 2.804 3.588 -1.266
H 4.228 3.511 0.785
H 3.153 2.264 1.718
H 3.585 5.554 0.286
H 2.951 6.235 1.928
H 0.771 5.733 -0.458
H 1.934 7.233 -0.491
H 0.747 6.985 0.960
H 4.775 -0.222 -0.285
H 2.819 0.134 0.960
H 2.074 -1.819 -0.517
H 3.858 0.921 -3.556
H 1.355 2.117 -6.892
H 1.341 3.384 -5.401
H 2.989 2.834 -6.277
H 2.221 -0.832 -4.996
H -1.343 1.349 -1.720
H -0.505 2.988 -4.041
H -1.176 1.388 -4.841
H -2.307 2.362 -3.599
H 0.599 -0.849 -2.593
H -0.527 -0.541 -4.071
H -1.427 -1.501 -1.070
H -1.570 -2.306 -2.765
H -3.318 -0.234 -3.498
H -3.977 -1.450 -2.134
H -3.264 0.227 -1.657
C -4.133 -6.445 1.776
N -2.687 -6.120 1.643
O -2.319 -5.006 2.033
O -1.962 -6.994 1.152
H -4.648 -5.591 2.221
H -4.518 -6.648 0.775
H -4.216 -7.323 2.419
C 0.997 -6.347 4.955
N 1.032 -5.318 6.030
O 0.249 -4.367 5.929
O 1.846 -5.496 6.944
H 0.239 -6.064 4.221
H 1.986 -6.378 4.496
H 0.744 -7.301 5.421
C -2.260 5.488 0.231
N -2.867 4.238 -0.301
O -3.109 4.197 -1.513
O -3.083 3.333 0.513
H -2.126 6.193 -0.592
H -2.943 5.894 0.980
H -1.297 5.224 0.673
C -2.161 2.271 -7.849
N -3.515 2.253 -7.232
O -4.409 2.881 -7.811
O -3.641 1.608 -6.184
H -2.196 2.872 -8.760
H -1.474 2.710 -7.123
H -1.890 1.238 -8.078
C -0.731 -9.674 0.241
N -0.393 -10.950 0.926
O 0.804 -11.248 1.010
O -1.339 -11.618 1.361
H 0.193 -9.194 -0.088
H -1.365 -9.916 -0.614
H -1.258 -9.043 0.960
C 4.121 -9.605 0.350
N 2.956 -8.680 0.372
O 2.625 -8.161 -0.701
O 2.406 -8.502 1.465
H 4.504 -9.667 -0.671
H 4.879 -9.196 1.021
H 3.773 -10.582 0.692
C 4.633 -9.677 4.753
N 5.150 -10.119 3.429
O 5.683 -9.261 2.715
O 5.005 -11.313 3.144
H 4.827 -8.609 4.869
H 3.561 -9.879 4.772
H 5.159 -10.250 5.519
C -0.714 6.530 4.202
N -1.520 7.625 3.596
O -1.184 8.786 3.856
O -2.468 7.287 2.878
H 0.082 6.971 4.806
H -1.383 5.933 4.823
H -0.296 5.939 3.385
C -4.578 9.284 2.359
N -5.385 10.378 1.753
O -5.048 11.539 2.013
O -6.333 10.040 1.035
H -3.782 9.725 2.963
H -5.248 8.686 2.980
H -4.160 8.692 1.542
C -3.054 12.010 -1.660
N -2.715 10.734 -0.975
O -1.518 10.436 -0.891
O -3.661 10.066 -0.540
H -2.129 12.490 -1.989
H -3.688 11.768 -2.515
H -3.581 12.641 -0.941
*
```

# 5
Below is a molecular structure, C24H40AsBN6NiS4, with properties calculated with ωB97M-V/def2-TZVPD.

Summary:
E_LUMO (spin up / spin down): 0.141 / 0.141 hartree
Highest occupied orbital energy (spin up / spin down): -0.4 / -0.4 eV
Largest force on an atom: 1.39 eV Å⁻¹
Relative energy (zero: lowest compared OMol25 entry of this formula, charge and spin): 15.3 kcal per mole
Electronic energy: -180382.8535 eV

```
! wB97M-V def2-TZVPD RIJCOSX def2/J DEFGRID3
* xyz -2 3
Ni -0.229 -0.185 0.037
C 3.877 0.461 -3.349
C 2.872 -0.404 -2.670
C 2.664 -1.755 -2.838
C 1.628 -2.090 -1.951
N 1.236 -0.992 -1.311
N 1.996 0.028 -1.740
B 1.938 1.460 -1.179
N 0.586 2.139 -1.448
N -0.588 1.732 -0.938
C -1.515 2.613 -1.300
C -0.917 3.609 -2.089
C 0.417 3.276 -2.151
C 1.512 4.009 -2.844
C -2.985 2.601 -0.955
C -3.764 2.245 -2.230
C -3.334 1.599 0.142
C -3.394 4.003 -0.470
N 2.178 1.415 0.335
N 1.340 0.753 1.128
C 1.762 0.870 2.375
C 2.932 1.646 2.384
C 3.165 1.976 1.063
C 4.262 2.788 0.456
C 1.042 0.229 3.530
C -0.199 -0.499 3.018
C 1.985 -0.768 4.212
C 0.634 1.311 4.536
C 1.082 -3.487 -1.791
C 0.285 -3.825 -3.059
C 0.176 -3.637 -0.571
C 2.258 -4.466 -1.636
H 4.430 -0.130 -4.077
H 3.394 1.296 -3.857
H 4.579 0.872 -2.623
H 3.193 -2.401 -3.514
H 2.797 2.100 -1.682
H -1.381 4.462 -2.553
H 1.101 4.869 -3.370
H 2.249 4.362 -2.122
H 2.019 3.361 -3.558
H -3.485 1.245 -2.553
H -4.834 2.252 -2.029
H -3.555 2.942 -3.043
H -3.582 0.636 -0.285
H -2.491 1.453 0.816
H -4.196 1.931 0.716
H -3.145 4.778 -1.192
H -4.469 4.037 -0.293
H -2.886 4.229 0.466
H 3.531 1.933 3.225
H 4.948 3.139 1.223
H 4.818 2.192 -0.267
H 3.850 3.652 -0.067
H 0.077 -1.242 2.259
H -0.715 -1.022 3.820
H -0.900 0.211 2.568
H 2.276 -1.538 3.503
H 2.884 -0.271 4.577
H 1.490 -1.246 5.055
H -0.024 2.029 4.057
H 0.106 0.867 5.377
H 1.507 1.838 4.918
H -0.564 -3.151 -3.143
H 0.893 -3.726 -3.958
H -0.093 -4.844 -3.005
H -0.853 -3.415 -0.832
H 0.198 -4.654 -0.182
H 0.474 -2.950 0.220
H 2.970 -4.386 -2.453
H 2.782 -4.268 -0.703
H 1.888 -5.490 -1.608
S -4.585 -1.444 2.771
As -3.469 -2.808 1.587
S -2.789 -1.620 -1.731
S -2.040 -1.332 0.068
S -2.221 -3.916 2.897
*
```

# 6
Below is a molecular structure, C15H11BrIrN3, with properties calculated with ωB97M-V/def2-TZVPD.

Summary:
E_LUMO (spin up / spin down): -0.589 / -0.581 hartree
Highest occupied orbital energy (spin up / spin down): -19.3 / -19.3 eV
Largest force on an atom: 4.25 eV Å⁻¹
Relative energy (zero: lowest compared OMol25 entry of this formula, charge and spin): 8.5 kcal per mole
Electronic energy: -93053.3055 eV

```
! wB97M-V def2-TZVPD RIJCOSX def2/J DEFGRID3
* xyz 3 2
Ir 0.365 0.200 -0.083
C -1.352 3.966 1.354
C -2.643 3.576 1.719
C -3.032 2.269 1.564
C -2.109 1.326 1.032
N -0.836 1.735 0.678
C -0.483 3.001 0.836
C -2.375 -0.056 0.817
C -3.576 -0.740 1.085
C -3.677 -2.102 0.817
C -2.590 -2.787 0.285
C -1.388 -2.104 0.017
N -1.299 -0.747 0.287
C -0.191 -2.651 -0.523
C 0.000 -4.012 -0.892
C 1.210 -4.406 -1.403
C 2.240 -3.472 -1.555
C 2.002 -2.148 -1.177
N 0.842 -1.744 -0.682
H -1.009 4.988 1.462
H -3.334 4.314 2.124
H -4.027 1.949 1.840
H 0.517 3.303 0.554
H -4.423 -0.209 1.498
H -4.603 -2.629 1.023
H -2.670 -3.846 0.077
H -0.807 -4.721 -0.768
H 1.379 -5.442 -1.692
H 3.209 -3.745 -1.954
H 2.799 -1.424 -1.294
Br 2.389 1.349 -0.534
*
```

# 7
Below is a single C5H6O2 molecule, with properties calculated with ωB97M-V/def2-TZVPD.

Summary:
E_LUMO: 0.033 hartree
Highest occupied orbital energy: -9.5 eV
Largest force on an atom: 1.70 eV Å⁻¹
Relative energy (zero: lowest compared OMol25 entry of this formula, charge and spin): 42.3 kcal per mole
SMILES: O=C1CO[C@H]2C[C@@H]12
Electronic energy: -9375.2596 eV

```
! wB97M-V def2-TZVPD RIJCOSX def2/J DEFGRID3
* xyz 0 1
O 1.104 1.900 1.002
C 0.700 0.985 0.326
C 1.539 -0.209 -0.133
O 0.701 -1.057 -0.893
C -0.614 -0.585 -0.795
C -1.275 -0.415 0.550
C -0.688 0.771 -0.183
H 1.953 -0.757 0.718
H 2.362 0.151 -0.757
H -1.336 -1.150 -1.339
H -0.805 -0.843 1.427
H -2.368 -0.430 0.540
H -1.274 1.639 -0.464
*
```

# 8
Below is 2 unconnected molecules or ions with the total composition BH3OS, with properties calculated with ωB97M-V/def2-TZVPD.

Summary:
E_LUMO (spin up / spin down): -0.078 / -0.073 hartree
Highest occupied orbital energy (spin up / spin down): -9.1 / -9.2 eV
Largest force on an atom: 7.50 eV Å⁻¹
Relative energy (zero: lowest compared OMol25 entry of this formula, charge and spin): 88.4 kcal per mole
Electronic energy: -13605.2812 eV

```
! wB97M-V def2-TZVPD RIJCOSX def2/J DEFGRID3
* xyz 0 1
B -0.225 0.364 -0.393
O -0.467 -0.825 -0.044
S 1.778 0.547 -0.255
H -0.849 1.242 -0.818
H -1.866 -1.417 0.504
H 1.629 0.088 1.007
*
```

> What is the formula in the second record?

C29H19Br2F3N2O2PdSb

> Look up the largest force on an atom of the fifth one.

1.39 eV Å⁻¹

> Which of these has the lowest electronic energy?

C29H19Br2F3N2O2PdSb